1.
C35H60N5PPtSi | the ωB97M-V functional and the def2-TZVPD basis

XYZ file:
```
103
Properties=species:S:1:pos:R:3
Pt 0.271 0.114 -0.797
C 3.588 0.127 -0.964
N 2.874 0.584 -2.147
C 3.231 -0.207 -3.317
C 3.046 2.011 -2.360
C 2.099 2.869 -1.531
N 0.677 2.632 -1.815
C 0.376 2.882 -3.218
C -0.130 3.505 -0.956
H 4.676 0.280 -1.066
H 3.393 -0.938 -0.808
H 3.230 0.660 -0.078
H 4.296 -0.099 -3.587
H 2.620 0.093 -4.172
H 3.029 -1.262 -3.122
H 2.900 2.217 -3.421
H 4.074 2.326 -2.123
H 2.352 3.925 -1.724
H 2.242 2.678 -0.466
H 0.754 3.863 -3.549
H -0.706 2.871 -3.357
H 0.806 2.105 -3.854
H 0.084 4.569 -1.148
H 0.090 3.271 0.087
H -1.189 3.322 -1.141
N -6.023 0.439 -2.545
C -4.679 0.485 -2.274
C -3.736 0.607 -3.297
C -2.398 0.660 -2.973
N -1.924 0.605 -1.726
C -2.838 0.487 -0.748
C -4.197 0.433 -0.966
H -6.319 0.230 -3.480
H -6.646 0.146 -1.814
H -4.044 0.653 -4.334
H -1.657 0.750 -3.760
H -2.443 0.408 0.247
H -4.874 0.320 -0.127
C 2.172 1.862 4.731
C 1.738 2.033 3.270
C 1.067 3.408 3.110
C 2.988 2.091 2.374
P 0.576 0.714 2.598
N 0.612 0.856 1.037
C 1.151 -0.971 3.229
C 0.449 -2.068 2.405
C 2.651 -1.098 2.904
C 0.938 -1.262 4.718
C -1.144 1.020 3.305
C -1.987 -0.237 3.007
C -1.778 2.200 2.543
C -1.226 1.311 4.810
H 2.735 2.756 5.028
H 2.833 1.007 4.872
H 1.333 1.763 5.419
H 1.841 4.180 3.184
H 0.330 3.612 3.888
H 0.589 3.512 2.133
H 3.601 2.941 2.700
H 2.701 2.249 1.335
H 3.606 1.199 2.423
H 0.265 -1.752 1.381
H -0.497 -2.382 2.844
H 1.100 -2.951 2.363
H 2.856 -0.847 1.859
H 2.946 -2.142 3.061
H 3.279 -0.485 3.549
H -0.117 -1.344 4.980
H 1.400 -0.525 5.376
H 1.397 -2.234 4.942
H -1.837 -0.627 1.999
H -3.047 0.020 3.119
H -1.777 -1.047 3.706
H -1.509 2.189 1.487
H -1.479 3.163 2.950
H -2.870 2.135 2.628
H -0.741 0.553 5.423
H -2.285 1.334 5.100
H -0.803 2.283 5.071
C 1.041 -3.316 -5.807
C 0.140 -2.297 -5.518
C -0.101 -1.941 -4.195
C 0.532 -2.593 -3.129
C 1.437 -3.615 -3.445
C 1.689 -3.974 -4.769
Si 0.196 -2.137 -1.323
C -1.438 -2.993 -0.876
C -2.635 -2.712 -1.551
C -3.839 -3.303 -1.183
C -3.882 -4.195 -0.117
C -2.708 -4.506 0.559
C -1.504 -3.917 0.177
H 1.239 -3.593 -6.837
H -0.367 -1.778 -6.323
H -0.798 -1.132 -3.987
H 1.950 -4.140 -2.644
H 2.393 -4.769 -4.988
H 1.211 -2.971 -0.608
H -2.629 -2.030 -2.397
H -4.746 -3.066 -1.730
H -4.820 -4.654 0.175
H -2.727 -5.217 1.379
H -0.595 -4.186 0.707
```

## Properties
HOMO-LUMO gap (spin up / spin down) in eV: 6.44 / 7.37
Multiplicity: 3
Energy above the lowest of the compared OMol25 structures with the same formula, charge and spin in eV: 0.0691
Net charge: 0
DFT total energy in Ha: -2393.52333

2.
C8H11N3 | the ωB97M-V functional and the def2-TZVPD basis

XYZ file:
```
22
Properties=species:S:1:pos:R:3
C -4.304 -0.417 0.468
C -0.049 0.318 0.001
C 0.495 -1.028 -0.173
C 1.900 -1.151 0.048
C 2.793 -0.026 0.068
C 4.217 -0.436 0.084
C 2.231 1.273 0.056
C 0.715 1.327 0.107
H -4.446 -0.042 1.462
H -4.320 -1.607 0.710
H -5.254 -0.312 -0.029
H -3.320 1.310 -0.008
H -0.243 -1.788 -0.884
H 2.445 -2.238 -0.079
H 4.220 -1.017 1.141
H 5.104 0.578 0.034
H 4.628 -1.401 -0.839
H 2.731 2.191 0.226
H 0.302 2.352 -0.081
N -3.399 0.148 -0.503
N -2.262 -0.370 -0.045
N -1.458 0.624 -0.254
```

## Properties
HOMO-LUMO gap in eV: 8.71
Multiplicity: 1
Energy above the lowest of the compared OMol25 structures with the same formula, charge and spin in eV: 7.5597
Net charge: 0
DFT total energy in Ha: -475.40815

3.
C23H32BiN6O2Si | the ωB97M-V functional and the def2-TZVPD basis

XYZ file:
```
65
Properties=species:S:1:pos:R:3
Bi -0.138 0.145 -0.550
C -1.486 0.241 2.804
N -1.086 1.338 1.933
C 0.060 2.081 2.436
C 1.272 1.205 2.604
C 1.997 1.214 3.785
C 3.126 0.417 3.895
C 3.491 -0.375 2.821
C 2.708 -0.334 1.681
N 1.623 0.437 1.564
C -2.165 2.239 1.527
C -3.041 1.714 0.405
C -3.471 2.583 -0.591
C -4.257 2.085 -1.620
C -4.569 0.737 -1.638
C -4.090 -0.057 -0.607
N -3.354 0.420 0.398
C -0.945 -1.126 2.442
C -0.936 -2.097 3.435
C -0.621 -3.406 3.126
C -0.347 -3.733 1.806
C -0.349 -2.722 0.872
N -0.600 -1.439 1.183
H -1.249 0.449 3.855
H -2.564 0.128 2.721
H 0.306 2.858 1.706
H -0.158 2.584 3.387
H 1.681 1.840 4.610
H 3.706 0.411 4.808
H 4.363 -1.014 2.861
H 2.954 -0.945 0.821
H -2.788 2.531 2.385
H -1.697 3.152 1.157
H -3.203 3.633 -0.559
H -4.614 2.745 -2.402
H -5.157 0.301 -2.435
H -4.293 -1.122 -0.585
H -1.198 -1.816 4.448
H -0.605 -4.163 3.899
H -0.142 -4.749 1.503
H -0.164 -2.929 -0.173
N -1.215 0.984 -2.925
N -1.799 -0.188 -3.413
C -2.186 -1.216 -2.545
O -2.970 -2.047 -2.956
O -1.645 -1.224 -1.350
H -1.904 1.717 -2.787
H -0.507 1.308 -3.570
H -2.357 -0.134 -4.249
C 2.220 1.416 -3.074
Si 2.785 -0.295 -2.514
C 3.150 -1.334 -4.021
C 4.323 -0.116 -1.459
C 1.423 -1.154 -1.520
H 3.078 2.037 -3.345
H 1.662 1.957 -2.300
H 1.593 1.335 -3.967
H 3.981 -0.920 -4.600
H 2.277 -1.388 -4.678
H 3.418 -2.357 -3.740
H 5.164 0.214 -2.075
H 4.604 -1.074 -1.010
H 4.198 0.617 -0.656
H 1.874 -1.809 -0.769
H 0.835 -1.787 -2.196
```

## Properties
HOMO-LUMO gap in eV: 8.54
Multiplicity: 1
Energy above the lowest of the compared OMol25 structures with the same formula, charge and spin in eV: 0.1918
Net charge: +1
DFT total energy in Ha: -1878.61215

4.
C32H26BrClN4O7ReS2 | the ωB97M-V functional and the def2-TZVPD basis

XYZ file:
```
74
Properties=species:S:1:pos:R:3
Re -0.333 -0.051 0.131
C -2.410 -1.698 3.867
C -2.192 -1.069 2.528
N -1.017 -1.081 1.956
N -0.008 -1.617 2.672
C 1.176 -1.211 2.285
O 1.301 -0.389 1.305
C 2.391 -1.747 2.912
C 2.369 -2.964 3.592
C 3.554 -3.526 4.027
C 4.760 -2.880 3.801
C 4.783 -1.666 3.133
C 3.605 -1.101 2.688
C -3.281 -0.380 1.871
C -4.471 -0.043 2.528
C -5.424 0.695 1.852
C -5.182 1.073 0.540
C -3.985 0.674 -0.040
N -3.073 -0.023 0.602
H -1.527 -2.271 4.140
H -3.283 -2.346 3.831
H -2.575 -0.936 4.629
H 1.424 -3.463 3.738
H 3.541 -4.483 4.528
H 5.682 -3.332 4.134
H 5.722 -1.170 2.941
H 3.601 -0.163 2.154
H -4.628 -0.347 3.550
H -6.348 0.966 2.342
H -5.892 1.658 -0.025
H -3.748 0.931 -1.061
O -1.553 1.606 -0.795
S -1.290 2.504 0.334
O -2.440 3.282 0.715
O -0.752 1.717 1.464
C 0.028 3.669 0.006
C 0.125 4.723 0.902
C 1.151 5.644 0.775
C 2.076 5.514 -0.253
C 1.995 4.438 -1.122
C 0.975 3.513 -0.981
S 0.868 2.139 -2.120
O 2.084 2.122 -2.892
O -0.321 2.357 -2.906
O 0.867 0.945 -1.223
H -0.621 4.805 1.676
H 1.239 6.454 1.483
H 2.865 6.241 -0.367
H 2.713 4.284 -1.913
Br -3.327 -2.412 -1.215
C -2.669 -1.238 -2.536
C -3.437 -0.971 -3.654
C -2.857 -0.190 -4.646
C -1.537 0.201 -4.506
C -0.857 -0.153 -3.350
N -1.433 -0.821 -2.363
H -4.433 -1.374 -3.752
H -3.416 0.068 -5.532
H -1.031 0.771 -5.267
H 0.189 0.066 -3.222
Cl 4.746 -1.177 -4.482
C 3.489 -1.471 -3.345
C 2.267 -1.953 -3.780
C 1.263 -2.195 -2.861
C 1.453 -1.960 -1.498
C 0.365 -2.158 -0.512
C 2.709 -1.499 -1.086
C 3.712 -1.239 -1.995
H 2.101 -2.119 -4.833
H 0.319 -2.579 -3.213
H 0.749 -2.697 0.363
H -0.448 -2.743 -0.940
H 2.884 -1.308 -0.039
H 4.662 -0.845 -1.668
```

## Properties
HOMO-LUMO gap (spin up / spin down) in eV: 6.42 / 6.56
Multiplicity: 2
Energy above the lowest of the compared OMol25 structures with the same formula, charge and spin in eV: 0.0000
Net charge: 0
DFT total energy in Ha: -5889.54106

5.
C2H6O3PS | the ωB97M-V functional and the def2-TZVPD basis

XYZ file:
```
13
Properties=species:S:1:pos:R:3
C -1.907 -0.938 -1.889
C 1.843 1.015 1.750
O -1.232 -3.269 -0.226
O 1.252 -2.890 -0.889
O -0.576 -1.374 -1.867
P -0.110 -2.405 -0.645
S 0.166 0.418 2.066
H -2.018 -0.023 -1.302
H -2.562 -1.709 -1.476
H -2.167 -0.741 -2.930
H 2.428 0.937 2.666
H 1.799 2.057 1.432
H 2.295 0.409 0.969
```

## Properties
HOMO-LUMO gap (spin up / spin down) in eV: 5.93 / 5.32
Multiplicity: 1
Energy above the lowest of the compared OMol25 structures with the same formula, charge and spin in eV: 1.7917
Net charge: -1
DFT total energy in Ha: -1045.13750

6.
C11H20MoN3P2 | the ωB97M-V functional and the def2-TZVPD basis

XYZ file:
```
37
Properties=species:S:1:pos:R:3
C -1.701 -0.836 -3.589
C -0.870 -0.310 -4.590
C -1.068 1.106 -4.676
C -2.062 1.494 -3.723
C -2.486 0.364 -3.007
Mo -1.515 -1.538 0.214
P -0.112 -3.325 -0.282
H -1.793 -1.860 -3.243
H -0.186 -0.894 -5.202
H -0.543 1.780 -5.353
H -3.200 0.294 -2.193
H -2.433 2.505 -3.565
H 1.292 -3.392 0.030
H -0.031 -3.719 -1.665
H -0.485 -4.603 0.257
C 0.261 1.409 3.212
N 0.058 -0.056 3.067
C 1.327 -0.712 2.770
N 2.116 -0.094 1.676
C 2.263 1.358 1.909
N 0.961 2.030 2.073
C 0.175 2.026 0.827
P -0.213 0.284 0.263
C -0.975 -0.261 1.976
C 1.588 -0.343 0.350
H 0.882 1.583 4.107
H -0.719 1.893 3.323
H 1.170 -1.779 2.553
H 1.957 -0.611 3.673
H 2.790 1.806 1.056
H 2.830 1.497 2.844
H -0.774 2.557 0.971
H 0.734 2.529 0.028
H -1.217 -1.379 1.932
H -1.839 0.338 2.279
H 2.141 0.261 -0.383
H 1.677 -1.401 0.081
```

## Properties
HOMO-LUMO gap (spin up / spin down) in eV: 6.76 / 6.30
Multiplicity: 3
Net charge: +1
DFT total energy in Ha: -1345.76319